DFT (ωB97M-V/def2-TZVPD) results for a cluster of 2 separate species, C4H11NS in total at a distorted geometry.

Results
Electronic energy ... -16649.912 eV
SMILES ... C=CN.CCS
Max |F| ... 5.9 eV/A
Gap between HOMO and LUMO ... 8.77 eV

Each atom is followed by the atoms it is bonded to, with distances in Å.
CARTESIAN COORDINATES (ANGSTROEM)
1 C -1.94124 1.26716 -1.00804  C2 1.400, H4 1.042, H5 1.052
2 C -1.68128 -0.04258 -0.58636  C1 1.400, N3 1.402, H6 1.025
3 N -2.19560 -1.11508 -1.32849  C2 1.402, H7 1.087, H8 1.012
4 H -1.70064 2.09077 -0.41752  C1 1.042
5 H -2.52629 1.52201 -1.84384  C1 1.052
6 H -0.98654 -0.30990 0.11818  C2 1.025
7 H -2.69841 -0.87339 -2.26092  N3 1.087
8 H -2.00597 -2.06674 -1.04176  N3 1.012
9 C 1.44542 0.79453 1.13845  C10 1.591, H12 1.123, H13 1.029, H14 1.098
10 C 1.88271 -0.71872 1.35921  C9 1.591, S11 1.898, H15 1.094, H16 1.024
11 S 2.26172 -1.68847 -0.22716  C10 1.898, H17 1.311
12 H 0.60122 0.89941 0.40600  C9 1.123
13 H 2.20114 1.36260 0.73193  C9 1.029
14 H 1.24311 1.32246 2.07941  C9 1.098
15 H 2.73270 -0.60576 2.03896  C10 1.094
16 H 1.13545 -1.16600 1.89715  C10 1.024
17 H 2.23252 -0.67228 -1.05519  S11 1.311